A molecular structure, C27H41ClI2O8 at a distorted geometry. Source: OMol25; level of theory: ωB97M-V/def2-TZVPD.

Structure (ORCA input):
```
! wB97M-V def2-TZVPD RIJCOSX def2/J DEFGRID3
* xyz 0 1
C 0.85 3.42 -3.48
C 4.66 -6.36 -0.28
O 6.26 -5.36 -1.82
H -5.53 5.61 1.22
C 5.58 -5.19 -0.57
H 3.86 -6.43 -1.02
C 2.05 1.01 -3.26
H -3.30 0.58 4.48
C -1.06 -1.80 6.82
O -0.14 -1.93 7.79
H 1.45 -0.58 -0.41
H -1.86 -1.49 4.39
H 1.17 4.52 -3.51
H 1.74 2.50 -1.54
H -1.35 -2.38 9.41
C -5.17 -0.11 -3.04
O -0.13 5.39 -0.76
C -2.04 5.71 1.66
C -4.59 5.04 1.56
C -2.71 0.54 -2.55
H -5.47 0.98 -2.84
H -0.93 -0.02 4.13
H -3.53 -1.50 -2.22
O -2.11 -2.39 6.75
Cl -2.62 2.88 3.18
O 6.29 -5.39 -4.00
H 0.89 3.06 -4.57
C -3.90 -0.42 -2.08
H -3.31 -0.24 6.04
C -1.21 1.88 -0.81
C 1.89 2.52 -2.67
H 3.14 0.82 -1.33
H 6.32 -5.38 -6.04
H 3.69 -0.40 -2.59
O -0.63 -0.87 5.96
H -0.50 0.31 -2.27
C -3.40 6.03 1.94
H 2.93 3.00 -2.84
C -0.68 3.27 -3.02
C -0.81 4.38 -0.47
H 5.21 -7.30 -0.32
H -2.36 0.31 -3.63
C 5.59 -5.30 -5.24
H 4.21 -6.26 0.71
O 4.36 -4.82 -2.95
H -3.11 1.62 -2.58
H 6.35 -5.14 0.20
H 4.88 -6.12 -5.32
H -1.19 2.46 -3.65
H -4.28 4.21 0.83
H 0.95 -1.35 -2.08
C -1.57 4.37 0.95
I -3.96 7.88 2.95
H -1.53 -0.32 -0.86
C 2.77 0.10 -2.14
I -0.54 7.20 2.23
H -0.82 -3.79 8.44
H -4.19 -0.24 -0.98
H -6.02 -0.84 -2.81
H -4.91 4.51 2.54
H 5.08 -4.34 -5.34
H -4.79 -0.19 -4.12
H 5.04 -4.24 -0.56
C -0.53 -2.82 8.83
H -1.21 4.25 -3.33
C -1.52 -0.57 4.87
C -1.83 3.13 1.58
H 0.32 -2.95 9.50
C -1.38 1.81 0.79
C -0.91 3.12 -1.46
O -1.13 0.77 1.45
C 1.81 -0.97 -1.43
C -1.40 0.52 -1.62
C -2.68 0.29 5.33
H -2.32 1.19 5.82
H 1.07 0.59 -3.66
H 2.77 1.04 -4.16
C 5.52 -5.15 -2.92
H 2.47 -1.88 -1.17
*
```

Properties
HOMO level = -8.86 eV
Frontier orbital gap = 7.29 eV
E = -73762.3102 eV

A single C5H10O2 molecule. Source: OMol25; level of theory: ωB97M-V/def2-TZVPD.

Structure (ORCA input):
```
! wB97M-V def2-TZVPD RIJCOSX def2/J DEFGRID3
* xyz 0 1
O -0.92 -0.57 -0.56
H -2.60 -0.81 -1.66
H -1.11 -0.59 -2.63
H -0.38 1.81 0.48
H 0.86 -0.17 -1.51
H 2.12 -0.94 0.43
C 0.51 1.45 -0.05
C 1.22 -0.35 0.66
O 1.55 1.04 0.85
H 0.86 2.21 -0.76
C -1.65 -0.27 -1.72
C 0.35 0.00 -0.55
H -1.86 0.81 -1.80
H -0.37 -0.32 2.12
H 0.14 -1.95 1.63
H 1.17 -0.99 2.71
C 0.49 -0.94 1.85
*
```

Properties
SMILES = CO[C@H]1CO[C@H]1C
HOMO level = -9.63 eV
Frontier orbital gap = 10.63 eV
ΔE to the lowest compared entry with this formula, charge and spin = 2.487 eV
E = -9440.5565 eV

A single C15H22N2O5S molecule at a distorted geometry. Source: OMol25; level of theory: ωB97M-V/def2-TZVPD.

Structure (ORCA input):
```
! wB97M-V def2-TZVPD RIJCOSX def2/J DEFGRID3
* xyz 0 1
H 2.59 2.47 -0.99
H -1.58 1.66 5.82
H 3.70 -0.43 -2.89
C 2.65 -0.78 2.33
H -2.88 2.83 5.63
H 3.80 -1.92 -3.84
H 1.63 0.98 -0.55
H 3.74 -1.99 -2.14
C 1.47 -1.13 -2.16
C -1.64 1.01 3.46
C 3.47 -1.54 -3.01
H 2.55 -0.75 1.16
O 2.01 -1.08 -1.04
O -2.65 -2.29 -1.65
H -1.43 3.16 4.80
C 0.33 0.20 2.68
C -1.87 -1.42 -0.76
H -0.51 -1.96 -2.92
S 1.69 1.49 -2.76
H 2.04 -1.90 2.42
C -0.07 1.46 -3.13
O 1.61 0.06 3.06
H -0.73 1.87 -2.23
H -3.62 0.41 2.26
C 1.65 2.12 -1.09
N -0.86 -0.63 -1.30
H -0.35 -0.22 -0.50
H 0.30 -0.22 -4.42
H -3.22 -1.45 0.64
H -1.42 -0.08 -3.86
O 2.16 -1.23 -3.19
C -0.35 -0.72 1.71
C -0.18 -0.90 -2.50
C -2.32 0.22 2.35
C -0.32 0.08 -3.53
H 0.18 -1.33 1.07
H 3.54 -0.72 2.70
H -0.10 1.63 4.19
N -2.36 -1.21 0.34
H -0.62 2.05 -3.93
C -2.06 2.59 5.12
O -2.62 1.64 4.11
C -1.52 -0.36 1.56
H 0.95 2.74 -0.69
C -0.33 0.80 3.52
*
```

Properties
SMILES = COC(=O)[C@H](CCSC)NC(=O)Nc1cc(OC)cc(OC)c1
HOMO level = -8.27 eV
Frontier orbital gap = 8.74 eV
ΔE to the lowest compared entry with this formula, charge and spin = 14.904 eV
E = -39950.9544 eV

A molecular structure, C27H21CaN4O3. Source: OMol25; level of theory: ωB97M-V/def2-TZVPD.

Structure (ORCA input):
```
! wB97M-V def2-TZVPD RIJCOSX def2/J DEFGRID3
* xyz -1 1
H -3.28 -5.01 3.06
N -1.14 -1.03 -1.19
N -1.11 -0.28 -2.36
H 5.21 0.09 3.98
O -0.13 -2.61 0.94
C 0.23 1.08 -3.78
C -2.35 -2.72 0.06
H -1.80 0.88 -4.41
H -4.41 -2.94 -0.51
C 0.53 2.83 -5.93
H 2.70 4.30 0.70
O -0.69 -4.24 2.92
C 0.10 0.17 -2.59
H -3.49 -1.77 2.12
C -1.33 -3.06 0.99
H -1.05 4.15 -1.38
C -2.13 -1.83 -1.07
C 3.37 2.55 2.58
C -0.29 3.72 -0.74
H -1.27 1.81 -0.58
C -4.00 -4.01 1.29
C 1.79 3.79 0.43
H 3.24 3.63 2.63
C -0.69 2.23 -5.69
C -3.66 -3.22 0.22
H 3.77 -1.26 2.56
H -2.88 -1.84 -1.86
C 4.32 1.96 3.39
H -1.54 2.44 -6.33
C -1.71 -3.94 2.07
C -2.44 0.04 2.69
C 1.58 2.48 0.87
H -0.09 -5.15 4.60
C -0.85 1.36 -4.62
H 2.57 3.03 -5.27
C 2.65 0.36 1.69
N 0.48 1.81 0.48
N -3.07 -0.91 2.45
Ca 0.81 -0.66 0.31
H -5.01 -4.38 1.42
C 3.64 -0.18 2.53
H -1.76 -4.55 4.67
H 2.28 1.46 -3.36
O 1.16 -0.07 -1.92
H -1.38 -6.02 3.75
C -0.42 2.42 -0.29
C 2.56 1.77 1.74
C 1.46 1.69 -4.02
C 0.85 4.41 -0.37
C -3.01 -4.38 2.22
C -1.01 -5.03 4.04
C 4.46 0.57 3.35
C 1.61 2.56 -5.09
H 0.65 3.52 -6.76
H 4.94 2.56 4.05
H 1.02 5.42 -0.72
*
```

Properties
HOMO level = -4.50 eV
Frontier orbital gap = 7.33 eV
ΔE to the lowest compared entry with this formula, charge and spin = 0.550 eV
E = -58884.2380 eV

| no. | LUMO (eV) |
| --- | --- |
| 1 | -1.57 |
| 2 | 1.00 |
| 3 | 0.46 |
| 4 | 2.83 |